# C25H25O4SZr

A molecular structure, C25H25O4SZr (wB97M-V/def2-TZVPD, OMol25).

As for the charge: +1. As for the total energy: -1713.4668 Eh. The frontier orbital gap is 3.67 eV. The calculation puts the energy relative to the best compared isomer or geometry (same formula, charge and spin) at 4.282 eV. Its multiplicity is 1.

Each line ends with the natural charge from an NBO analysis.
Element x y z (Å)
C (0.1432, 0.0617, 2.1971)  -0.32
C (1.5062, 0.1064, 1.7016)  -0.33
C (1.7258, 1.4146, 1.1357)  -0.38
H (2.2751, -0.6404, 1.8603)  0.32
C (0.4958, 2.1685, 1.2541)  -0.37
C (-0.4749, 1.3331, 1.9171)  -0.36
H (-1.4631, 1.6364, 2.2663)  0.29
H (-0.2759, -0.7146, 2.8309)  0.34
H (2.6910, 1.7891, 0.7977)  0.28
H (0.3745, 3.2252, 1.0160)  0.29
C (-0.3103, -0.8259, -2.1926)  -0.37
C (-0.5906, -1.7199, -1.0914)  -0.34
C (-1.7161, -1.1859, -0.3546)  -0.35
H (-0.1264, -2.6903, -0.9231)  0.33
C (-2.1174, 0.0463, -0.9931)  -0.37
C (-1.2469, 0.2729, -2.1216)  -0.36
H (-1.3758, 1.0549, -2.8713)  0.29
H (0.4001, -1.0165, -2.9928)  0.29
H (-2.2473, -1.7002, 0.4423)  0.31
H (-3.0140, 0.6202, -0.7525)  0.29
Zr (0.0940, 0.3093, -0.1531)  2.38
O (0.7797, 3.6567, -1.8505)  -0.55
C (2.2041, 3.8635, -2.0248)  -0.12
C (1.2901, 5.0495, -1.8205)  0.05
H (2.8116, 3.5396, -1.1766)  0.18
H (2.5904, 3.7092, -3.0351)  0.21
H (1.3022, 5.4995, -0.8172)  0.20
H (1.2367, 7.7504, -1.8035)  0.22
C (1.0170, 7.3487, -2.7956)  -0.22
C (0.9768, 5.9367, -2.9432)  -0.01
C (0.7002, 5.4145, -4.2267)  -0.22
H (0.6706, 4.3315, -4.3728)  0.21
C (0.4489, 6.2667, -5.3021)  -0.21
H (0.2058, 5.8432, -6.2768)  0.22
C (0.5078, 7.6562, -5.1395)  -0.19
H (0.3189, 8.3202, -5.9851)  0.23
C (0.8090, 8.1950, -3.8802)  -0.20
H (0.8794, 9.2750, -3.7459)  0.23
C (-2.5669, -8.1443, 3.5317)  -0.63
C (-1.6914, -6.9519, 3.2668)  -0.01
C (-0.8626, -6.4516, 4.2862)  -0.21
C (0.0214, -5.4022, 4.0448)  -0.17
C (0.0946, -4.8384, 2.7638)  -0.35
C (-0.7706, -5.2722, 1.7563)  -0.16
C (-1.6711, -6.3094, 2.0190)  -0.23
S (1.2610, -3.4912, 2.4481)  2.40
O (1.0650, -2.6810, 3.6483)  -1.02
O (2.5616, -4.1313, 2.3023)  -0.96
O (0.7831, -2.8442, 1.2089)  -1.08
H (-1.9825, -9.0304, 3.8103)  0.23
H (-3.2626, -7.9387, 4.3531)  0.22
H (-3.1447, -8.3817, 2.6358)  0.21
H (-0.8995, -6.8888, 5.2844)  0.22
H (0.6591, -5.0102, 4.8294)  0.24
H (-0.7221, -4.7886, 0.7873)  0.20
H (-2.3679, -6.6451, 1.2468)  0.21

Cartesian forces (eV/Å) of the 2 atoms listed first:
0.760 0.798 0.307
-0.529 1.409 1.431